A.
{
  "formula": "C8H24O4",
  "method": "ωB97M-V with the def2-TZVPD basis set",
  "smiles": "CCO.CCO.CCO.CCO",
  "homo_ev": -9.98,
  "elements": ["O", "O", "O", "O", "C", "C", "C", "C", "C", "C", "C", "C", "H", "H", "H", "H", "H", "H", "H", "H", "H", "H", "H", "H", "H", "H", "H", "H", "H", "H", "H", "H", "H", "H", "H", "H"],
  "positions_angstrom": [[4.943, -2.726, -2.772], [2.009, 3.038, 2.121], [1.301, 0.232, -1.127], [-8.576, 1.196, -1.231], [-7.254, 1.342, -0.897], [5.728, -3.290, -1.775], [1.584, 1.566, 3.937], [-1.017, 0.296, -1.375], [6.212, -4.689, -2.221], [-7.037, 1.196, 0.580], [0.110, -0.529, -0.909], [2.071, 2.988, 3.525], [6.835, -5.165, -1.463], [4.263, -2.158, -2.400], [1.655, 1.298, 4.991], [-6.837, 2.263, -1.305], [3.087, 3.140, 3.889], [1.459, 3.763, 3.985], [-7.232, 2.166, 1.037], [5.107, -3.324, -0.880], [-7.678, 0.495, 1.115], [0.141, -0.823, 0.140], [-6.637, 0.587, -1.383], [6.844, -4.617, -3.106], [6.540, -2.609, -1.520], [1.979, 0.734, 3.354], [0.505, 1.499, 3.798], [-1.305, 1.111, -0.712], [-8.595, 1.655, -2.074], [0.058, -1.477, -1.444], [-0.959, 0.580, -2.426], [-1.917, -0.274, -1.148], [5.385, -5.332, -2.521], [-5.960, 1.101, 0.722], [1.799, 3.942, 1.874], [1.391, 0.825, -0.377]]
}

B.
{
  "formula": "C8H24O4",
  "method": "ωB97M-V with the def2-TZVPD basis set",
  "smiles": "CCO.CCO.CCO.CCO",
  "homo_ev": -9.91,
  "elements": ["O", "O", "O", "O", "C", "C", "C", "C", "C", "C", "C", "C", "H", "H", "H", "H", "H", "H", "H", "H", "H", "H", "H", "H", "H", "H", "H", "H", "H", "H", "H", "H", "H", "H", "H", "H"],
  "positions_angstrom": [[5.759, -19.718, 0.680], [9.578, -21.544, -1.818], [1.937, -21.141, -0.747], [10.701, -19.922, 7.818], [10.238, -19.939, 6.473], [4.569, -18.558, 2.484], [9.681, -18.626, 5.982], [5.989, -18.903, 1.802], [1.753, -22.342, -0.123], [0.299, -22.371, 0.494], [10.447, -21.118, -2.878], [9.760, -21.278, -4.278], [9.359, -18.923, 4.984], [6.598, -20.007, 0.315], [1.958, -23.166, -0.806], [2.568, -22.439, 0.595], [6.459, -17.938, 1.611], [3.906, -19.418, 2.582], [4.677, -18.086, 3.461], [9.511, -22.314, -4.508], [2.818, -20.824, -0.535], [10.598, -20.084, -2.566], [11.385, -21.672, -2.902], [8.865, -20.689, -4.478], [10.562, -20.940, -4.935], [-0.162, -23.334, 0.713], [-0.390, -21.824, -0.150], [9.429, -20.661, 6.367], [11.021, -20.332, 5.825], [11.051, -20.749, 8.155], [4.106, -17.805, 1.846], [8.798, -18.264, 6.510], [0.249, -21.792, 1.417], [9.505, -22.499, -1.878], [10.359, -17.779, 5.878], [6.606, -19.339, 2.588]]
}

C.
{
  "formula": "C8H24O4",
  "method": "ωB97M-V with the def2-TZVPD basis set",
  "smiles": "CCO.CCO.CCO.CCO",
  "homo_ev": -10.11,
  "elements": ["O", "O", "O", "O", "C", "C", "C", "C", "C", "C", "C", "C", "H", "H", "H", "H", "H", "H", "H", "H", "H", "H", "H", "H", "H", "H", "H", "H", "H", "H", "H", "H", "H", "H", "H", "H"],
  "positions_angstrom": [[-12.010, 4.158, -11.463], [-8.754, 1.744, -16.362], [-16.254, 6.408, -9.589], [-14.126, 1.896, -11.577], [-10.614, 4.085, -11.681], [-13.552, -0.361, -11.056], [-9.679, 1.417, -15.334], [-11.028, 2.097, -15.524], [-9.839, 5.078, -10.838], [-13.211, 0.869, -11.881], [-15.799, 5.402, -8.698], [-15.769, 4.116, -9.462], [-10.059, 6.116, -11.088], [-14.796, 5.632, -8.307], [-16.252, 7.251, -9.126], [-13.858, 2.696, -12.041], [-16.755, 3.923, -9.890], [-9.228, 1.797, -14.417], [-14.310, -0.989, -11.524], [-8.758, 4.973, -10.965], [-9.784, 0.332, -15.243], [-16.451, 5.338, -7.816], [-10.892, 3.146, -15.780], [-12.661, -0.965, -10.886], [-15.524, 3.222, -8.888], [-15.034, 4.192, -10.264], [-9.147, 1.491, -17.203], [-13.949, -0.049, -10.088], [-10.253, 3.068, -11.466], [-13.184, 0.583, -12.941], [-11.605, 1.606, -16.311], [-10.435, 4.231, -12.746], [-10.050, 4.895, -9.781], [-12.201, 3.975, -10.538], [-12.187, 1.180, -11.628], [-11.612, 2.017, -14.605]]
}

The energy of each structure relative to the most stable one, in kJ/mol, is as follows: A 104.8; B 90.7; C 0.0.

A.
{
  "formula": "C15H22N2O4",
  "method": "ωB97M-V with the def2-TZVPD basis set",
  "smiles": "CC(C)C[C@H](N)C(=O)N[C@@H](Cc1ccc(O)cc1)C(=O)O",
  "homo_ev": -8.43,
  "elements": ["O", "O", "O", "O", "N", "N", "C", "C", "C", "C", "C", "C", "C", "C", "C", "C", "C", "C", "C", "C", "C", "H", "H", "H", "H", "H", "H", "H", "H", "H", "H", "H", "H", "H", "H", "H", "H", "H", "H", "H", "H", "H", "H"],
  "positions_angstrom": [[-2.394, -2.258, 6.820], [-0.972, -3.170, -0.141], [0.348, -3.529, 1.610], [0.578, 1.449, 0.276], [1.184, -0.317, -2.820], [0.289, -0.720, -0.379], [-2.367, -2.232, 3.151], [-0.018, -1.228, 0.944], [0.669, 2.169, -2.509], [1.408, 2.858, -3.681], [-1.329, -0.615, 1.495], [0.669, 0.571, -0.577], [-1.647, -1.051, 2.908], [-2.154, -1.903, 5.522], [-1.431, -0.730, 5.303], [-0.155, -2.744, 0.856], [-1.185, -0.324, 4.000], [1.303, 2.116, -5.016], [1.273, 0.858, -1.956], [-2.623, -2.659, 4.457], [2.866, 3.167, -3.329], [0.263, 1.865, -5.244], [1.679, 2.726, -5.816], [-0.631, 0.613, 3.856], [0.917, 3.820, -3.851], [-3.205, -3.564, 4.617], [-2.720, -2.846, 2.279], [1.950, -0.364, -3.445], [0.603, 2.866, -1.666], [3.323, 3.792, -4.125], [2.323, 1.006, -1.781], [-0.369, 1.958, -2.817], [0.347, -0.247, -3.425], [3.447, 2.249, -3.262], [2.936, 3.692, -2.344], [-1.265, -2.428, -0.640], [-1.187, 0.461, 1.440], [-2.864, -3.104, 6.803], [0.804, -1.018, 1.653], [1.915, 1.195, -5.017], [0.663, -1.354, -1.129], [-1.094, -0.160, 6.155], [-2.146, -0.868, 0.825]]
}

B.
{
  "formula": "C15H22N2O4",
  "method": "ωB97M-V with the def2-TZVPD basis set",
  "smiles": "CC(C)C[C@H](NC(=O)[C@@H](N)Cc1ccc(O)cc1)C(=O)O",
  "homo_ev": -8.80,
  "elements": ["O", "O", "O", "O", "N", "N", "C", "C", "C", "C", "C", "C", "C", "C", "C", "C", "C", "C", "C", "C", "C", "H", "H", "H", "H", "H", "H", "H", "H", "H", "H", "H", "H", "H", "H", "H", "H", "H", "H", "H", "H", "H", "H"],
  "positions_angstrom": [[-6.629, 0.969, 0.700], [2.802, 2.742, -0.572], [0.692, 2.179, -0.707], [0.640, -2.444, -1.437], [-0.689, 0.034, -1.661], [1.777, -0.477, -1.084], [4.699, -0.501, 1.005], [0.772, -1.360, -0.904], [-2.964, 0.649, 0.252], [-0.335, -0.579, -0.257], [5.052, 0.348, 2.312], [-1.409, -1.310, 0.615], [-5.386, 0.479, 0.564], [5.879, -1.403, 0.515], [1.999, 1.895, -0.460], [-4.294, 1.188, 0.275], [-2.853, -0.734, 0.403], [-5.328, -0.903, 0.427], [4.015, 0.284, -0.250], [2.449, 0.461, -0.162], [-4.065, -1.507, 0.355], [2.099, 0.147, 0.740], [-7.364, 0.315, 0.783], [-0.268, -0.505, -2.285], [5.612, -0.315, 2.925], [3.813, -1.086, 1.336], [2.434, -0.765, -1.746], [-4.373, 2.336, 0.379], [6.561, -0.564, 0.246], [-6.186, -1.469, 0.624], [-1.383, -2.429, 0.407], [0.148, 1.502, -1.216], [-0.014, 0.253, 0.293], [4.266, -0.200, -1.208], [-1.149, -1.251, 1.626], [-2.112, 1.259, 0.130], [4.176, 0.691, 2.792], [-1.586, 0.103, -1.960], [6.537, -2.057, 1.251], [4.520, 1.225, -0.258], [-3.999, -2.632, 0.521], [5.710, 1.155, 1.996], [5.519, -2.209, -0.166]]
}

C.
{
  "formula": "C15H22N2O4",
  "method": "ωB97M-V with the def2-TZVPD basis set",
  "homo_ev": -8.54,
  "elements": ["O", "O", "O", "O", "N", "N", "C", "C", "C", "C", "C", "C", "C", "C", "C", "C", "C", "C", "C", "C", "C", "H", "H", "H", "H", "H", "H", "H", "H", "H", "H", "H", "H", "H", "H", "H", "H", "H", "H", "H", "H", "H", "H"],
  "positions_angstrom": [[2.058, 1.932, 1.461], [-2.569, 1.577, -1.320], [6.607, -1.275, 0.840], [1.635, 3.134, -0.403], [-0.331, 1.039, -1.226], [-1.562, 1.157, 1.893], [3.274, -1.364, -0.524], [5.288, 0.373, 0.297], [3.178, -0.049, -0.807], [2.007, 0.605, -1.499], [-3.668, 0.118, 0.959], [0.972, 0.913, -0.367], [4.255, 0.877, -0.453], [-3.866, -1.348, -1.310], [-1.732, 0.981, -0.654], [4.498, -1.921, -0.088], [-2.118, 0.394, 0.813], [-4.059, -1.189, 0.179], [-5.681, -1.228, 0.626], [5.372, -1.034, 0.283], [1.498, 2.090, 0.219], [-1.928, 2.115, 1.679], [-4.461, 1.227, 1.028], [2.165, 1.421, -2.142], [-0.327, 1.435, -2.189], [3.984, 1.997, -0.748], [-3.695, -0.384, -2.037], [-6.146, -0.251, 0.245], [6.161, 0.967, 0.263], [-5.780, -1.535, 1.757], [-3.737, -2.235, 0.647], [-2.718, -2.046, -1.588], [6.841, -2.321, 0.926], [2.688, 2.913, 1.240], [2.256, -1.858, -0.487], [-1.772, 0.834, 2.894], [1.754, -0.180, -2.172], [0.780, 0.111, 0.324], [4.857, -2.963, 0.143], [-4.677, -2.139, -1.617], [-6.197, -1.966, -0.137], [-1.688, -0.668, 0.896], [-3.417, -0.258, 2.155]]
}

The energy of each structure relative to the most stable one, in kJ/mol, is as follows: A 0.0; B 397.0; C 873.8.

A.
{
  "formula": "C4H14O3",
  "method": "ωB97M-V with the def2-TZVPD basis set",
  "smiles": "C=CCC.O.O.O",
  "homo_ev": -9.47,
  "elements": ["O", "O", "O", "C", "C", "C", "C", "H", "H", "H", "H", "H", "H", "H", "H", "H", "H", "H", "H", "H", "H"],
  "positions_angstrom": [[2.211, 2.688, -0.956], [1.116, 5.214, -2.869], [3.035, -4.964, -1.445], [-1.013, 0.740, 1.400], [-1.444, -0.561, 2.033], [-1.343, -1.705, 1.058], [-2.369, -2.141, 0.286], [-2.507, -0.646, 2.296], [-0.392, -2.228, 0.966], [0.285, 4.726, -2.555], [2.272, 3.556, -1.338], [-1.375, 1.651, 1.853], [-0.834, -0.845, 2.892], [1.427, 2.629, -0.329], [-3.282, -1.597, 0.222], [2.816, -5.721, -2.056], [3.476, -5.485, -0.629], [-2.313, -3.088, -0.394], [-1.194, 0.887, 0.378], [1.360, 5.951, -2.328], [0.066, 0.940, 1.516]]
}

B.
{
  "formula": "C4H14O3",
  "method": "ωB97M-V with the def2-TZVPD basis set",
  "smiles": "C=C(C)C.O.O.O",
  "homo_ev": -8.88,
  "elements": ["O", "O", "O", "C", "C", "C", "C", "H", "H", "H", "H", "H", "H", "H", "H", "H", "H", "H", "H", "H", "H"],
  "positions_angstrom": [[-1.075, -0.765, -2.507], [-2.239, 1.285, -0.344], [1.197, -2.520, -1.535], [0.608, 0.355, 1.382], [1.395, 1.292, 0.589], [0.346, 0.577, 2.687], [-0.101, -0.704, 0.576], [0.468, -2.121, -2.042], [-1.361, -0.016, -1.879], [-0.404, -0.331, -0.364], [-0.075, -0.245, 3.215], [-2.077, 2.180, -0.853], [0.833, 1.364, 3.147], [1.986, 0.733, -0.153], [-0.947, -1.193, 1.119], [0.706, -1.447, 0.485], [-1.908, -0.740, -3.167], [2.230, 1.677, 1.170], [-2.157, 1.516, 0.552], [1.592, -3.109, -2.239], [0.984, 2.209, 0.158]]
}

C.
{
  "formula": "C4H14O3",
  "method": "ωB97M-V with the def2-TZVPD basis set",
  "smiles": "C/C=C/C.O.O.O",
  "homo_ev": -8.78,
  "elements": ["O", "O", "O", "C", "C", "C", "C", "H", "H", "H", "H", "H", "H", "H", "H", "H", "H", "H", "H", "H", "H"],
  "positions_angstrom": [[1.703, 0.396, 2.260], [1.663, 2.452, -0.045], [-1.251, 2.161, -0.244], [-0.339, -0.945, -1.056], [-0.556, -1.888, -0.083], [-1.882, -1.843, 0.644], [1.025, -0.534, -1.525], [-2.250, -0.846, 0.786], [-1.677, -2.183, 1.697], [0.304, -2.520, 0.249], [-1.026, 1.363, 0.179], [1.275, 0.366, -1.003], [-1.976, 2.576, 0.233], [0.831, 2.636, -0.523], [1.671, 1.066, 1.544], [1.797, -1.440, -1.363], [-2.577, -2.348, 0.095], [1.295, 0.723, 3.094], [-1.261, -0.679, -1.651], [2.293, 2.025, -0.664], [0.938, -0.538, -2.625]]
}

The energy of each structure relative to the most stable one, in kJ/mol, is as follows: A 28.6; B 0.0; C 11.7.